<one>
17
Properties=species:S:1:pos:R:3 method="wB97M-V/def2-TZVPD" lumo_energy_ev=0.9 mol_weight_g_mol=127.2 orbital_gap_ev=8.8187
S -1.522 -0.731 0.001
N 1.687 0.722 0.001
C -0.539 0.444 1.053
C 1.236 -1.233 0.041
C 1.066 -0.137 -0.960
C -0.457 0.282 -1.108
C 0.962 -0.083 1.032
C -0.774 1.424 -0.067
H -1.862 1.602 -0.031
H -0.872 0.447 2.081
H 2.296 -1.661 0.099
H 1.428 -0.025 2.067
H 1.475 1.759 -0.051
H -0.224 2.333 -0.157
H 0.470 -2.078 0.132
H -0.743 0.424 -2.189
H 1.620 -0.350 -1.925

---

<two>
17
Properties=species:S:1:pos:R:3 method="wB97M-V/def2-TZVPD" lumo_energy_ev=0.9 mol_weight_g_mol=127.2 orbital_gap_ev=8.6904
S 1.230 -0.164 1.931
N -0.917 -0.733 -0.060
C 2.013 -0.605 0.418
C -1.453 0.611 -0.159
C 1.440 -1.033 -0.781
C -0.032 -1.188 -1.126
C 0.229 1.267 1.652
C -0.841 1.500 0.863
H -0.188 -2.261 -1.251
H 0.359 2.071 2.353
H 3.100 -0.385 0.438
H -1.399 1.116 -1.176
H -2.578 0.671 0.036
H -0.221 -0.694 -2.179
H -1.676 -1.436 -0.023
H -1.164 2.541 0.648
H 2.099 -1.282 -1.585

---

Pick <two>: it beats the second-best structure by 17.8 kcal/mol.

---

<one>
17
Properties=species:S:1:pos:R:3 method="wB97M-V/def2-TZVPD" lumo_energy_ev=-0.8 smiles="C/C=C/C(=S)[C@@H]1CN1" mol_weight_g_mol=127.2 orbital_gap_ev=7.8568
S 1.535 -1.010 -0.253
N -1.112 -2.220 1.102
C -0.467 1.052 -0.442
C 0.055 3.157 -1.649
C 0.045 -0.236 -0.054
C -1.005 -1.087 2.047
C 0.471 1.877 -1.087
C -1.142 -0.835 0.695
H -2.046 -0.499 0.198
H -1.407 1.516 -0.415
H -0.242 -2.775 0.850
H -1.232 2.860 -1.801
H 1.469 1.468 -1.237
H -0.117 -0.944 2.479
H 0.608 3.333 -2.616
H -1.857 -0.932 2.731
H 0.302 4.097 -0.909

---

<two>
17
Properties=species:S:1:pos:R:3 method="wB97M-V/def2-TZVPD" lumo_energy_ev=0.6 smiles="S=CN1CC[C@@H]2C[C@@H]21" mol_weight_g_mol=127.2 orbital_gap_ev=8.4251
S -0.650 -3.531 0.484
N -0.135 -0.893 -0.077
C 0.603 1.343 -0.486
C -0.069 0.046 -1.081
C 0.244 -0.469 1.262
C 0.774 0.940 0.973
C -0.783 1.513 -0.735
C -0.673 -2.117 -0.472
H 1.599 1.674 -1.111
H -0.082 -0.266 -2.099
H -0.809 -2.305 -1.520
H -1.512 1.353 -0.095
H 0.292 1.628 1.775
H 0.880 -1.334 1.656
H -0.985 2.091 -1.709
H -0.535 -0.485 1.994
H 1.840 0.811 1.242

---

<three>
17
Properties=species:S:1:pos:R:3 method="wB97M-V/def2-TZVPD" lumo_energy_ev=0.7 mol_weight_g_mol=127.2 orbital_gap_ev=9.7559
S -2.553 0.019 0.219
N 1.218 -0.465 -0.871
C 0.772 1.781 0.326
C 0.429 0.327 0.058
C 0.151 -1.720 0.877
C 0.015 -1.385 -0.654
C -0.866 -0.062 -0.585
C 0.444 -0.507 1.384
H -0.033 2.181 0.933
H -0.270 -2.184 -1.256
H 0.885 -0.243 2.320
H 1.664 1.700 1.021
H 1.232 -0.109 -1.857
H -0.987 0.300 -1.635
H 0.919 2.233 -0.587
H -0.090 -2.766 1.171
H -2.930 0.900 -0.866

---

Pick <two>: it beats the second-best structure by 3.9 kcal/mol.

---

<one>
22
Properties=species:S:1:pos:R:3 method="wB97M-V/def2-TZVPD" total_charge=+1 lumo_energy_ev=-4.0 smiles="CC(C)C[C@H]([NH3+])C=O" mol_weight_g_mol=116.2 orbital_gap_ev=10.3816
O -1.268 -2.825 -1.834
N 1.229 -0.323 -1.839
C 0.776 0.205 2.085
C 0.267 -1.196 -0.967
C -0.671 -0.391 -0.078
C -0.638 -1.799 -2.031
C -0.086 0.695 0.848
C -1.013 1.828 1.506
H 1.762 0.315 -1.198
H 0.667 0.303 -2.449
H 1.760 0.677 2.143
H 1.959 -0.827 -2.440
H -1.370 -1.006 0.520
H 0.297 0.327 3.011
H 1.110 -0.853 1.917
H -0.837 -1.455 -3.165
H 0.787 -1.902 -0.310
H -0.512 2.560 2.051
H -1.583 2.509 0.773
H -1.923 1.344 1.922
H 0.563 1.505 0.367
H -1.276 0.308 -0.834

---

<two>
22
Properties=species:S:1:pos:R:3 method="wB97M-V/def2-TZVPD" total_charge=+1 lumo_energy_ev=-5.8 mol_weight_g_mol=116.2 orbital_gap_ev=9.2772
O 1.488 0.637 1.036
N 0.948 0.000 0.195
C 1.447 -0.190 -1.071
C -1.608 -0.768 -0.524
C -0.954 -0.211 0.645
C -1.307 1.228 0.951
C 2.932 0.252 -1.332
C -0.644 -1.005 1.869
H 3.124 1.304 -0.928
H 3.095 0.086 -2.411
H 0.156 -0.418 2.479
H -1.491 -1.218 2.507
H -2.670 -0.654 -0.449
H -2.294 1.148 1.455
H -0.394 1.460 1.564
H -0.158 -1.952 1.634
H -1.296 -1.806 -0.613
H -1.431 1.907 0.036
H 0.744 0.355 -1.691
H 1.201 -1.193 -1.518
H 3.809 -0.229 -0.850
H -1.339 0.016 -1.388

---

Pick <one>: it beats the second-best structure by 39.8 kcal/mol.

---

<one>
22
Properties=species:S:1:pos:R:3 method="wB97M-V/def2-TZVPD" total_charge=+1 lumo_energy_ev=-4.8 mol_weight_g_mol=116.2 orbital_gap_ev=9.7099
O -1.596 2.806 -0.476
N 1.163 0.754 -1.092
C -1.003 -0.488 0.353
C 1.445 -0.713 -0.703
C -1.874 -1.241 1.477
C 2.423 -1.401 -1.218
C 1.157 1.622 -0.171
C 0.492 -1.089 0.552
H 2.420 -2.511 -1.044
H 0.309 -2.177 0.779
H -1.998 3.426 0.025
H 1.078 0.880 -2.176
H -2.066 2.426 -1.184
H -1.133 0.660 0.333
H -1.308 -1.022 -0.583
H 1.333 2.648 -0.413
H -1.549 -0.829 2.385
H 1.053 1.331 0.883
H -1.439 -2.236 1.480
H 2.998 -1.022 -2.035
H 0.955 -0.644 1.447
H -2.860 -1.182 1.385

---

<two>
22
Properties=species:S:1:pos:R:3 method="wB97M-V/def2-TZVPD" total_charge=+1 lumo_energy_ev=-7.0 mol_weight_g_mol=116.2 orbital_gap_ev=5.8686
O -1.570 1.486 -0.525
N -1.112 0.832 2.670
C 1.522 -0.834 -0.033
C 0.482 1.047 -1.350
C -0.940 1.024 -1.712
C 0.214 -1.347 0.503
C 1.358 -0.055 -1.393
C 0.038 -2.570 0.944
H -1.154 1.702 -2.550
H -0.336 1.234 2.167
H -1.327 0.033 -1.910
H -1.408 1.460 3.403
H -1.863 0.699 2.000
H -0.855 -2.923 1.432
H 2.379 0.250 -1.651
H 0.837 2.031 -1.032
H -1.784 2.421 -0.652
H -0.577 -0.612 0.503
H 1.009 -0.729 -2.164
H 2.188 -1.686 -0.175
H 0.851 -3.284 0.858
H 2.047 -0.180 0.669

---

Pick <one>: it beats the second-best structure by 12.5 kcal/mol.

---

<one>
27
Properties=species:S:1:pos:R:3 method="wB97M-V/def2-TZVPD" lumo_energy_ev=1.0 mol_weight_g_mol=126.2 orbital_gap_ev=7.8335
C -1.223 -1.766 -0.446
C -0.853 0.604 1.429
C 1.081 1.280 -0.593
C 0.582 -1.294 -0.783
C 1.439 -1.820 0.342
C 2.016 1.402 0.558
C 0.249 0.145 -1.011
C -0.833 0.621 -0.075
C -2.010 1.364 -0.657
H -2.946 0.902 -0.326
H 2.474 -1.476 0.253
H -1.999 1.380 -1.750
H 1.742 2.260 1.192
H -0.661 1.607 1.829
H -0.080 0.248 -2.047
H 1.081 -1.540 1.331
H -1.842 0.314 1.796
H -0.976 -2.827 -0.347
H -0.137 -0.091 1.860
H -1.785 -1.640 -1.372
H 0.854 -1.789 -1.720
H -1.865 -1.574 0.417
H -2.030 2.405 -0.318
H 1.451 -2.914 0.307
H 2.027 0.552 1.243
H 1.208 2.072 -1.326
H 3.039 1.575 0.214

---

<two>
27
Properties=species:S:1:pos:R:3 method="wB97M-V/def2-TZVPD" lumo_energy_ev=1.0 mol_weight_g_mol=126.2 orbital_gap_ev=8.7853
C 0.243 -1.135 0.698
C 0.088 -2.100 -0.374
C 0.779 1.738 0.854
C -1.876 -0.546 -1.678
C 0.362 0.891 -0.339
C 1.493 0.519 -1.276
C -2.533 1.233 0.150
C 1.462 -1.242 1.567
C -1.880 0.323 -0.800
H -0.625 -2.897 -0.153
H 1.112 -0.116 -2.080
H 2.313 0.011 -0.770
H 1.479 -2.222 2.058
H 1.903 1.419 -1.747
H -0.243 1.562 -0.947
H -3.613 1.220 -0.007
H 1.041 2.750 0.523
H -2.180 2.260 0.031
H -0.485 -1.559 -1.237
H 1.483 -0.493 2.356
H 1.647 1.332 1.368
H 2.382 -1.163 0.985
H -2.345 -1.142 -2.428
H -2.332 0.934 1.182
H -0.666 -0.923 1.252
H -0.038 1.841 1.570
H 1.028 -2.495 -0.757

---

Pick <one>: it beats the second-best structure by 37.5 kcal/mol.

---

<one>
15
Properties=species:S:1:pos:R:3 method="wB97M-V/def2-TZVPD" total_charge=+1 lumo_energy_ev=-3.8 smiles="C=C([NH3+])CC" mol_weight_g_mol=72.1 orbital_gap_ev=11.1286
N 0.311 1.156 0.934
C -0.580 -0.781 -0.499
C -1.064 0.249 -1.517
C 1.458 -0.933 0.990
C 0.487 -0.244 0.434
H -0.114 -1.703 -0.826
H 0.125 1.131 1.937
H -1.432 -1.086 0.114
H -1.864 -0.160 -2.124
H -1.450 1.162 -1.055
H 1.530 -2.009 0.912
H -0.229 0.502 -2.175
H 2.249 -0.533 1.608
H -0.553 1.507 0.507
H 1.127 1.743 0.761

---

<two>
15
Properties=species:S:1:pos:R:3 method="wB97M-V/def2-TZVPD" total_charge=+1 lumo_energy_ev=-8.6 mol_weight_g_mol=72.1 orbital_gap_ev=8.0597
N -0.395 -0.574 0.103
C -0.535 0.463 0.980
C 0.133 -0.153 -1.103
C 0.426 1.593 0.570
C 0.922 1.208 -0.864
H 0.971 -0.816 -1.381
H -1.134 -5.031 0.932
H -0.566 0.158 2.045
H 1.993 0.989 -0.856
H -0.152 2.515 0.540
H 1.307 1.756 1.186
H -1.556 0.894 0.923
H -1.685 -4.840 0.454
H -0.518 -0.223 -1.994
H 0.790 2.061 -1.534

---

Pick <one>: it beats the second-best structure by 99.2 kcal/mol.